Formula: C5H8N2O
Source: the Open Molecules 2025 dataset
Level of theory: wB97M-V/def2-TZVPD

Computed properties:
M, g/mol: 112.132
E_HOMO, eV: -9.62
HOMO-LUMO gap, eV: 10.511
E_LUMO, eV: 0.890
Relative energy (zero: lowest compared OMol25 entry of this formula, charge and spin), eV: 2.693
Maximum force, eV/A: 0.77

Cartesian coordinates (Å):
H  -0.88042  1.80082  -1.00783
N  -1.70104  1.33406  -1.38628
C  -1.85683  0.15149  -1.02939
O  -1.12791  -0.66094  -0.23462
C  0.10730  -0.19737  0.31637
C  0.67055  -1.39177  1.10678
N  -0.14867  0.98306  1.12469
C  1.05076  0.16095  -0.74562
C  1.80460  0.44395  -1.63046
H  -2.72481  -0.39894  -1.38349
H  -0.03344  -1.67242  1.88738
H  1.62560  -1.12357  1.55289
H  0.81180  -2.23771  0.43992
H  -0.78415  0.76153  1.88300
H  0.71269  1.35398  1.50585
H  2.47397  0.69288  -2.39919

Force components x, y, z for each atom (eV/Å):
-0.056 -0.182 0.100
0.173 0.695 -0.281
-0.623 -0.099 -0.365
0.466 -0.301 0.512
0.109 -0.238 0.496
-0.271 0.165 -0.259
-0.089 0.076 0.052
0.146 0.134 -0.396
-0.274 -0.159 0.484
0.003 -0.133 0.065
-0.058 0.023 0.055
0.017 0.049 -0.002
0.040 -0.082 -0.032
0.072 -0.055 0.018
-0.015 -0.031 -0.006
0.361 0.139 -0.442

Formula: C5H8N2O
Source: the Open Molecules 2025 dataset
Level of theory: wB97M-V/def2-TZVPD

Computed properties:
M, g/mol: 112.132
E_HOMO, eV: -8.63
HOMO-LUMO gap, eV: 9.111
E_LUMO, eV: 0.485
Relative energy (zero: lowest compared OMol25 entry of this formula, charge and spin), eV: 4.700
Maximum force, eV/A: 6.07

Cartesian coordinates (Å):
C  -2.80323  -0.71253  0.01645
N  -2.12962  0.33408  -0.32329
N  -0.76036  0.19453  -0.37274
C  0.03986  -0.58765  0.60878
C  1.10956  0.55490  0.64298
C  2.36167  0.05118  0.01054
O  2.20800  -1.05512  -0.61041
C  0.01208  1.28628  -0.24177
H  -3.83733  -0.41610  0.00890
H  -2.27946  -1.62627  0.61999
H  0.28184  -1.60374  0.27925
H  -0.51524  -0.65641  1.60982
H  1.40314  1.00314  1.62555
H  3.42990  0.65708  0.06389
H  0.31507  1.79836  -1.12582
H  -0.55174  2.03155  0.45207

Force components x, y, z for each atom (eV/Å):
1.853 0.360 1.848
1.012 -1.512 -0.523
-1.805 -4.155 0.105
-1.896 -0.231 1.840
-0.189 -0.240 0.275
0.432 -3.262 -2.991
2.391 4.216 1.821
1.301 5.171 2.905
-0.584 -1.071 0.290
-1.621 1.915 -1.910
0.301 0.547 0.163
0.577 0.139 -1.111
-0.818 -0.182 -0.751
-2.537 -1.539 -0.129
0.402 0.409 -0.777
1.180 -0.565 -1.057

Formula: C5H8N2O
Source: the Open Molecules 2025 dataset
Level of theory: wB97M-V/def2-TZVPD

Computed properties:
M, g/mol: 112.132
E_HOMO, eV: -9.21
HOMO-LUMO gap, eV: 8.749
E_LUMO, eV: -0.462
Relative energy (zero: lowest compared OMol25 entry of this formula, charge and spin), eV: 7.702
Maximum force, eV/A: 7.41

Cartesian coordinates (Å):
C  -3.08381  -0.05491  0.47768
C  -1.86304  -0.10342  -0.55439
C  -0.54732  -0.85642  -0.16326
C  0.51808  1.25961  -0.21320
C  2.49942  -0.15444  0.24724
H  -2.52542  0.12120  1.67543
H  -4.09123  0.74392  0.05970
H  -3.68450  -1.18927  0.44709
H  -2.27316  0.09817  -1.67074
H  -0.41003  -1.81518  0.60785
H  0.26658  -0.86268  -0.94570
H  0.36133  2.25637  -0.44358
H  3.39134  0.30919  1.01472
N  -0.65536  0.42546  0.12084
N  1.78140  0.99798  0.08982
O  1.99285  -1.27104  -0.12297

Force components x, y, z for each atom (eV/Å):
-1.463 -1.437 0.553
-1.316 0.271 -0.105
0.280 -6.468 -1.725
0.058 -3.174 2.654
-2.690 -1.464 1.807
-2.351 -0.312 -3.843
3.613 -2.149 1.719
1.897 3.275 0.292
1.906 -0.328 2.589
-0.831 2.892 -1.682
-1.757 -1.693 0.388
-0.887 1.806 -0.733
-1.405 -2.655 -2.204
2.538 6.912 0.808
-2.104 1.329 -1.896
4.510 3.193 1.379

Formula: C5H8N2O
Source: the Open Molecules 2025 dataset
Level of theory: wB97M-V/def2-TZVPD

Computed properties:
M, g/mol: 112.132
E_HOMO, eV: -7.50
HOMO-LUMO gap, eV: 8.134
E_LUMO, eV: 0.637
Relative energy (zero: lowest compared OMol25 entry of this formula, charge and spin), eV: 6.014
Maximum force, eV/A: 3.20

Cartesian coordinates (Å):
C  0.50633  1.11270  0.68968
C  -0.73265  0.51698  -1.48514
N  -0.43948  0.28812  -0.08653
C  0.97534  -0.28895  0.49070
N  2.07319  -0.57247  -0.29570
C  -1.20118  -0.76439  0.85958
C  -2.41009  -0.95212  1.07232
O  0.37536  -1.23261  1.26034
H  2.87595  0.02285  -0.15787
H  2.28484  -1.55759  -0.37172
H  0.15928  1.37244  1.68452
H  1.00757  1.88686  0.11153
H  0.16030  0.33220  -2.08658
H  -1.07972  1.54096  -1.63716
H  -1.52513  -0.17403  -1.77021
H  -3.02990  -1.53095  1.72224

Force components x, y, z for each atom (eV/Å):
0.324 -0.829 0.291
-0.408 0.283 0.155
-0.337 -1.565 0.557
-1.123 0.176 0.551
-0.350 -0.085 0.047
2.211 1.792 -1.468
-0.112 0.012 0.157
0.023 0.394 -0.198
-0.091 -0.120 -0.002
-0.026 0.091 0.048
-0.032 0.191 -0.129
-0.219 -0.079 0.024
0.056 -0.008 0.047
0.000 -0.061 -0.094
0.074 0.037 0.019
0.010 -0.228 -0.004